{
  "formula": "C18H48FO23P5",
  "method": "the ωB97M-V functional and the def2-TZVPD basis",
  "symbols": ["C", "C", "O", "C", "O", "O", "F", "H", "H", "H", "C", "O", "P", "O", "O", "C", "O", "C", "H", "H", "H", "H", "H", "H", "H", "H", "H", "C", "O", "P", "O", "O", "C", "O", "C", "H", "H", "H", "H", "H", "H", "H", "H", "H", "C", "O", "P", "O", "O", "C", "O", "C", "H", "H", "H", "H", "H", "H", "H", "H", "H", "C", "O", "P", "O", "O", "C", "O", "C", "H", "H", "H", "H", "H", "H", "H", "H", "H", "C", "O", "P", "O", "O", "C", "O", "C", "H", "H", "H", "H", "H", "H", "H", "H", "H"],
  "coordinates": [[-3.44045, -2.83596, 1.60511], [-4.71463, -2.31626, 2.23090], [-4.88340, -3.33996, 3.33889], [-3.61165, -3.63996, 3.75665], [-3.38591, -4.06396, 4.91092], [-2.73141, -3.28618, 2.72228], [-5.83223, -2.43970, 1.50206], [-2.86372, -2.14170, 0.99398], [-3.63571, -3.61734, 0.87066], [-4.66537, -1.33011, 2.69262], [3.81516, 0.66713, 1.18541], [5.12710, 0.67761, 1.72091], [5.93714, -0.70661, 1.85210], [6.28555, -1.38466, 0.54035], [5.07983, -1.50697, 2.86327], [5.16754, -2.93452, 2.83781], [7.16706, -0.24852, 2.74404], [7.12739, -0.04299, 4.15215], [3.12592, 0.83952, 2.01205], [3.52860, -0.31193, 0.80146], [3.73070, 1.51919, 0.51090], [4.70444, -3.42819, 3.69217], [6.18341, -3.32853, 2.80847], [4.80001, -3.32120, 1.88728], [6.24541, 0.44433, 4.56775], [8.08288, 0.41239, 4.41247], [7.21594, -1.01776, 4.63182], [5.28460, 1.24644, -2.97121], [5.23126, 0.14659, -3.75163], [5.07640, -1.36827, -3.26884], [6.21592, -1.90573, -2.35550], [3.65718, -1.32956, -2.63571], [3.02779, -2.56355, -2.27509], [4.75874, -2.08848, -4.69424], [4.73352, -3.48058, -4.82580], [4.98117, 2.11573, -3.55462], [6.33506, 1.48237, -2.80097], [4.73365, 1.25601, -2.03075], [3.60934, -3.48173, -2.19239], [2.18456, -2.78462, -2.92945], [2.59910, -2.55124, -1.27300], [4.43803, -3.71798, -5.84777], [4.07921, -3.91126, -4.06785], [5.75487, -3.81890, -4.65117], [-6.20499, 1.24760, 4.90538], [-4.85930, 1.29346, 4.36491], [-3.65168, 1.98351, 5.25944], [-2.42720, 2.32037, 4.47019], [-4.38465, 3.20020, 5.91890], [-4.15373, 4.52767, 5.57180], [-3.36322, 0.95774, 6.44510], [-2.97091, -0.37781, 6.18917], [-6.87401, 1.33615, 4.04942], [-6.43841, 2.06091, 5.59251], [-6.21575, 0.23212, 5.30135], [-3.81078, 4.62725, 4.54197], [-3.44169, 4.99381, 6.25285], [-5.15591, 4.94321, 5.67700], [-3.41692, -1.17925, 6.77812], [-1.96341, -0.54542, 6.56992], [-3.13945, -0.80923, 5.20247], [0.15020, -1.14756, 1.19414], [-0.75276, -0.46940, 0.32842], [-0.35807, 0.73279, -0.65690], [-1.54686, 1.25548, -1.37839], [0.38184, 1.75425, 0.33720], [-0.47881, 2.37864, 1.30707], [0.94891, 0.22752, -1.48143], [1.67511, 0.97644, -2.44867], [-0.17813, -1.28807, 2.22397], [1.18238, -0.80767, 1.10950], [0.27982, -2.19129, 0.90789], [-1.04017, 1.73291, 1.98235], [-1.13256, 3.05924, 0.76165], [0.13786, 3.05438, 1.89969], [2.54542, 1.27048, -1.86198], [1.25711, 1.95868, -2.66908], [1.91191, 0.40551, -3.34648], [-3.09359, 0.64649, -8.11584], [-2.99973, 2.03135, -7.65137], [-3.97850, 2.56163, -6.44671], [-5.06836, 3.51982, -6.84872], [-4.51080, 1.14713, -5.81788], [-5.71002, 1.10568, -5.03201], [-2.83436, 3.05796, -5.33469], [-2.02019, 2.03714, -4.77572], [-2.86487, 0.71815, -9.17917], [-4.07896, 0.26438, -7.84910], [-2.38785, -0.07954, -7.71222], [-5.59921, 0.08398, -4.66878], [-6.55309, 1.25342, -5.70692], [-5.70877, 1.93722, -4.32728], [-2.64602, 1.78480, -3.91971], [-1.12736, 2.45631, -4.31177], [-1.58944, 1.19674, -5.32005]],
  "forces_ev_per_a": [[-0.609, 0.302, -1.232], [-0.759, -1.805, 1.268], [1.515, 1.335, -0.710], [-0.704, -0.411, 2.820], [0.089, 1.504, -5.073], [0.533, -1.032, 2.236], [0.265, 0.250, -0.380], [0.129, 0.574, 0.708], [-0.417, -0.556, 0.402], [0.003, 0.045, -0.058], [-0.777, 0.261, 0.751], [1.159, -1.242, -0.052], [1.238, 2.033, -0.677], [-0.489, 0.698, 1.655], [-1.068, -1.335, 0.500], [0.524, -1.425, -0.635], [-0.347, -0.058, -1.710], [0.817, -1.069, 0.875], [-0.071, 0.176, 0.033], [0.161, 0.154, -0.635], [-0.104, -0.423, -0.306], [-0.383, 0.686, -0.081], [0.448, 0.600, 0.342], [-0.648, 0.132, 0.149], [0.116, 0.333, -0.516], [-0.397, 0.605, -0.121], [-0.336, -0.190, 0.021], [1.375, 3.619, 1.490], [-0.439, -4.988, -1.292], [-1.401, 2.281, -3.320], [-0.815, -0.020, -0.472], [0.595, -0.822, 1.444], [-1.661, -1.408, 1.135], [1.397, 2.645, 2.233], [0.763, -1.518, 0.122], [-0.516, -0.229, -0.154], [0.099, -0.125, 0.585], [-0.040, -0.515, -0.099], [0.885, 0.467, -0.512], [0.191, 0.396, -0.320], [0.044, 0.954, 0.041], [-0.101, 0.061, 0.241], [-0.042, -0.259, -0.528], [-0.105, -0.508, -0.185], [0.565, -0.706, -0.703], [1.647, 1.355, 0.758], [0.686, -0.778, -2.129], [-1.738, -0.520, 0.631], [0.285, -2.055, 1.013], [-0.394, 1.216, -0.356], [-1.035, 0.317, -0.034], [0.852, -1.807, 0.567], [0.023, -0.138, 0.054], [0.268, -0.323, 0.198], [-0.914, 0.290, 0.545], [0.045, 0.001, 0.057], [-0.094, -0.009, -0.028], [0.324, 0.690, -0.082], [-1.302, 0.805, 0.682], [0.494, 0.584, -0.825], [0.349, 0.921, -0.478], [1.034, -1.273, -0.277], [0.130, -0.149, -0.488], [-0.156, 0.746, 0.076], [1.767, -0.861, 0.625], [-0.263, -0.736, -0.250], [-0.009, 1.704, 0.033], [-1.882, -0.801, 0.387], [0.525, 1.291, 1.181], [-0.322, 1.058, -0.015], [-0.191, 0.756, 0.350], [-0.500, -0.208, -0.677], [0.158, -0.342, -0.322], [-0.411, -0.293, 0.083], [0.218, -0.364, 0.100], [0.647, -0.232, -0.617], [-0.708, -0.295, -0.349], [-0.213, -0.010, 0.271], [-0.383, 0.609, -0.348], [-0.704, -0.602, 1.400], [0.195, -0.025, -0.207], [2.514, -1.652, 1.197], [1.129, 1.709, -1.050], [0.445, 0.077, -0.857], [-1.493, 0.069, -2.869], [-0.005, 0.230, 2.376], [-0.521, -0.180, 0.002], [0.041, -0.021, -0.670], [0.432, 0.603, 0.628], [-0.900, 0.364, 0.725], [-0.170, -0.283, 0.192], [-0.054, -0.476, 0.470], [0.561, -1.241, 0.077], [-0.085, 0.781, -0.202], [-1.002, 0.034, -0.832]],
  "mulliken_charge": [-0.113, 0.385, -0.328, 0.709, -0.550, -0.309, -0.276, 0.099, 0.222, 0.177, -0.550, -0.362, 0.838, -0.469, -0.180, -0.694, -0.391, -0.624, 0.368, 0.145, 0.309, 0.291, 0.362, 0.241, 0.303, 0.270, 0.275, -0.358, -0.297, 0.626, -0.223, 0.473, -0.890, -0.292, -0.605, 0.274, 0.316, 0.009, 0.538, 0.338, 0.129, 0.255, 0.289, 0.319, -0.668, -0.226, 1.082, -0.624, -0.341, -0.682, -0.384, -0.616, 0.245, 0.339, 0.253, 0.338, 0.246, 0.265, 0.306, 0.385, 0.082, -0.378, -0.131, 0.476, -0.700, -0.228, -0.885, 0.087, -0.411, 0.370, -0.128, 0.302, 0.402, 0.338, 0.266, -0.144, 0.403, 0.305, -0.527, -0.320, 0.866, -0.656, -0.218, -0.679, -0.342, -0.400, 0.249, 0.275, 0.239, 0.237, 0.283, 0.307, 0.277, 0.192, 0.223],
  "s2": 0.758,
  "total_charge": 1,
  "lumo_ev": [-2.49, -9.31],
  "gap_ev": [9.328, 2.507],
  "spin_multiplicity": 2,
  "homo_energy_ha": [-0.4344, -0.4344],
  "largest_force_ev_per_a": 5.29
}